Entry from the Open Molecules 2025 dataset: 9 unconnected molecules or ions with the total composition C4H24O9S at a distorted geometry (ωB97M-V with the def2-TZVPD basis set).

The geometry in XYZ format:
```
38
Properties=species:S:1:pos:R:3:forces:R:3:lowdin_charge:R:1
O 0.11539 -0.31661 -2.23098 -0.091 -0.230 -0.058 0.0425
C 1.10947 -0.19205 -1.56483 0.642 0.228 0.224 -0.2192
C 1.37672 -0.96779 -0.30276 0.411 -0.687 0.336 -0.1580
C 0.38125 -0.70517 0.81360 -0.964 -0.193 0.252 -0.2841
C 0.72027 -1.38516 2.13090 -0.328 -0.336 -0.225 -0.5573
S -0.29091 -0.76791 3.49918 0.065 0.336 0.410 0.7223
H 1.90482 0.51292 -1.85910 -0.126 0.066 -0.067 0.1105
H 2.39056 -0.84783 0.08564 0.059 0.450 -0.338 0.1000
H 1.35427 -2.03127 -0.57147 -0.278 0.014 -0.008 0.1315
H 0.20620 0.33987 1.07393 0.395 0.251 -0.504 0.0670
H -0.60780 -1.03883 0.49055 0.012 -0.009 0.037 0.0954
H 1.75503 -1.19314 2.40991 0.034 0.031 0.161 0.0743
H 0.57000 -2.46157 2.08590 0.189 -0.090 -0.144 0.0746
H -1.51304 -1.15237 3.09676 0.176 -0.110 -0.260 -0.1433
O -1.27449 -3.07331 -2.70551 -0.191 -0.003 0.126 -0.0612
H -1.26344 -2.11025 -2.63562 0.178 0.098 -0.024 0.0027
H -0.40354 -3.34685 -2.40282 -0.015 0.042 -0.030 0.0283
O 0.93048 3.79187 -0.11526 0.252 0.232 -0.070 -0.0709
H 0.83524 4.75245 -0.09326 -0.093 -0.289 0.051 0.0457
H 0.13106 3.42400 0.29695 -0.201 0.170 0.021 -0.0098
O 2.88618 1.72500 0.31676 0.273 -0.159 0.253 -0.0505
H 2.80243 2.63595 0.62800 -0.134 -0.011 -0.268 0.0405
H 2.00157 1.36659 0.43152 -0.040 0.125 0.004 0.0012
O -2.14738 0.78306 -2.99091 -0.567 0.291 -0.580 -0.0613
H -1.36299 1.09314 -3.45817 0.279 -0.209 0.355 0.0423
H -2.83382 0.88573 -3.66439 -0.078 -0.057 0.256 0.0534
O -1.13088 2.65043 1.35350 0.130 0.366 0.238 -0.0580
H -0.60707 2.02567 1.86508 -0.195 -0.089 0.192 0.0214
H -2.00790 2.25308 1.28914 0.159 -0.248 -0.187 0.0372
O 4.52203 0.04498 -1.65280 -0.029 -0.120 -0.063 -0.0703
H 4.34406 0.30476 -0.73715 -0.066 0.316 -0.324 0.0090
H 4.24812 0.78938 -2.20574 0.100 -0.102 0.401 0.0356
O -3.05745 -2.54149 0.71275 -0.865 0.123 -0.482 -0.0640
H -3.99687 -2.36746 0.89700 0.465 0.049 0.332 0.0508
H -3.13097 -2.86295 -0.19779 0.503 -0.139 0.036 0.0364
O -2.58275 0.71059 -0.01678 -0.380 -0.147 -0.522 -0.0657
H -2.71308 -0.16527 -0.40269 0.067 -0.196 0.477 0.0232
H -2.62376 1.23672 -0.82665 0.251 0.234 -0.010 0.0275
```
Forces are in eV/Å.

Computed properties:
HOMO energy = -0.3410 Ha
2S+1 = 1
Relative energy (zero: lowest compared OMol25 entry of this formula, charge and spin) = 0.0 kcal per mole
Kohn-Sham gap = 9.55 eV
F_max = 1.0 eV Å⁻¹
LUMO = 0.3 eV
SMILES = O=CCCCS.O.O.O.O.O.O.O.O

Entry from the Open Molecules 2025 dataset: C6H10OSi in the gas phase at a distorted geometry (ωB97M-V with the def2-TZVPD basis set).

The geometry in XYZ format:
```
18
Properties=species:S:1:pos:R:3:forces:R:3:lowdin_charge:R:1
C -1.54323 -0.09267 1.47398 -2.040 -2.113 -1.045 -0.1281
C -0.82647 -0.50420 0.22691 0.834 -2.610 -1.317 -0.2712
C -0.77968 -1.76270 -0.45440 0.149 5.995 2.978 -0.0924
C 0.01781 -1.71365 -1.66006 -1.135 -0.015 0.278 -0.2104
C 0.51049 -0.52093 -1.98029 2.347 -0.032 -1.263 -0.1528
Si 0.42561 0.77293 -0.58055 -1.308 -2.252 -0.897 0.5832
C 1.95777 1.22615 0.52279 -0.684 2.167 -3.944 -0.1358
O -0.37422 2.06676 -1.23634 1.865 0.833 2.103 -0.1407
H -2.05797 0.83073 1.18112 0.310 0.188 1.056 0.0739
H -0.76966 -0.11060 2.18728 0.735 1.147 1.420 0.0478
H -2.31486 -0.82809 1.90717 0.886 0.863 -0.957 0.0970
H -1.40951 -2.50248 -0.09309 -0.863 -1.767 0.253 0.0687
H -0.05724 -2.59294 -2.26347 0.520 -0.271 -0.766 0.0901
H 1.03608 -0.52335 -2.94346 -0.004 0.481 0.314 0.0559
H 2.89553 1.14425 -0.15426 -1.498 0.713 1.271 0.0657
H 1.69253 2.24009 0.94137 0.898 -0.966 -0.424 0.0493
H 2.03478 0.51394 1.24624 0.173 -1.891 2.205 -0.0299
H -1.02883 1.99737 -1.88858 -1.188 -0.471 -1.266 0.0295
```
Forces are in eV/Å.

Computed properties:
HOMO energy = -0.2900 Ha
2S+1 = 1
Relative energy (zero: lowest compared OMol25 entry of this formula, charge and spin) = 19.5 kcal per mole
Kohn-Sham gap = 8.37 eV
F_max = 6.7 eV Å⁻¹
LUMO = 0.5 eV
SMILES = CC1=CC=C[Si@@]1(C)O

Entry from the Open Molecules 2025 dataset: a molecular structure, C24H21Cl2CuN5O6 (ωB97M-V with the def2-TZVPD basis set).

The geometry in XYZ format:
```
59
Properties=species:S:1:pos:R:3:forces:R:3:lowdin_charge:R:1
Cu -0.15567 0.27870 -0.30104 -0.170 0.092 0.101 0.7283
N 1.97100 1.81324 2.92956 -0.001 0.012 0.015 0.0521
C 0.78598 1.76827 2.31930 -0.023 0.022 -0.052 -0.0741
N 0.91038 1.00707 1.25067 0.060 -0.017 0.009 0.0925
C 2.20885 0.59989 1.27445 -0.001 0.012 0.029 -0.2882
N 2.89594 1.06974 2.28205 0.004 -0.007 0.006 0.1464
C 2.64843 -0.33108 0.23627 -0.002 -0.002 -0.041 -0.1629
C 3.93119 -0.82504 0.08916 0.005 0.012 0.031 -0.0481
N 4.22796 -1.69164 -0.87331 0.019 -0.024 -0.016 0.1093
C 3.24334 -2.06218 -1.67999 -0.019 0.000 0.005 -0.0691
C 1.94777 -1.56791 -1.55014 0.033 -0.040 -0.028 -0.0278
N 1.66334 -0.70182 -0.59084 0.005 0.015 0.041 0.0966
H 2.21857 2.29841 3.77550 0.000 0.002 0.001 0.1653
H -0.13471 2.23219 2.63938 0.001 -0.003 0.005 0.1279
H 4.72218 -0.51736 0.76101 0.000 0.008 -0.001 0.1235
H 3.47664 -2.77809 -2.45529 0.004 -0.049 -0.048 0.1007
H 1.14214 -1.87277 -2.20278 -0.024 -0.006 -0.031 0.1015
C 0.03810 -2.27601 -5.90028 -0.011 0.008 0.015 -0.0251
C 0.09781 -3.05865 -4.61727 0.009 -0.002 -0.008 -0.1870
C 1.17531 -3.91117 -4.37514 -0.015 0.009 -0.005 -0.0791
C 1.22633 -4.68153 -3.22841 -0.004 -0.005 -0.013 -0.6866
Cl 2.59387 -5.72924 -2.96270 0.009 0.026 0.009 0.6559
C 0.20394 -4.64026 -2.29450 0.008 -0.019 0.016 -0.1040
C -0.86427 -3.79095 -2.51897 -0.009 0.039 0.010 0.0043
C -0.91646 -2.99627 -3.65827 0.026 0.165 0.041 -0.2533
O -2.02025 -2.19286 -3.80784 -0.064 0.048 0.015 -0.0350
C -1.79988 -0.78211 -3.80007 0.130 -0.117 -0.013 -0.0626
C -0.95763 -0.28611 -2.63439 -0.036 -0.028 -0.002 -0.6217
O -0.18246 0.66098 -2.79576 -0.011 -0.030 0.026 0.0307
O -1.11690 -0.88377 -1.50905 0.038 -0.098 -0.074 -0.0762
H 0.64399 -2.76030 -6.66495 0.002 0.003 0.002 0.0816
H 0.41528 -1.25945 -5.76992 0.002 -0.006 0.000 0.0880
H -0.98701 -2.20857 -6.26369 -0.009 0.008 0.010 0.0911
H 1.96996 -3.98973 -5.10675 -0.001 0.005 0.003 0.1138
H 0.25176 -5.25408 -1.40580 -0.005 -0.006 -0.001 0.1077
H -1.66815 -3.69954 -1.80232 -0.010 -0.007 -0.001 0.1292
H -2.78545 -0.32285 -3.71225 -0.007 -0.040 -0.009 0.1222
H -1.33372 -0.44173 -4.72314 -0.012 0.015 -0.018 0.1135
C -4.77216 3.10221 -3.40711 0.000 -0.002 -0.001 -0.0278
C -4.85461 1.71740 -2.83425 0.000 0.001 0.000 -0.1967
C -5.33588 0.65090 -3.57542 0.011 -0.005 -0.006 -0.0816
C -5.39163 -0.62372 -3.02795 0.016 0.000 -0.010 -0.6866
Cl -5.98893 -1.94400 -3.99389 0.000 0.001 -0.001 0.6523
C -4.96099 -0.85407 -1.73869 0.006 0.001 0.000 -0.0996
C -4.48399 0.20695 -0.97782 0.015 0.000 0.001 0.0017
C -4.43957 1.48474 -1.51608 -0.029 0.013 0.019 -0.2267
O -4.02395 2.59303 -0.84210 0.025 -0.006 -0.004 -0.0257
C -3.68378 2.47085 0.51951 -0.037 -0.031 -0.005 -0.0935
C -2.35542 1.77431 0.81338 0.040 0.068 0.045 -0.6089
O -2.04676 1.62837 1.99772 0.008 -0.028 -0.010 -0.0014
O -1.68571 1.42744 -0.21218 0.025 -0.006 -0.060 -0.0539
H -5.12157 3.11319 -4.43849 0.000 -0.001 0.000 0.0773
H -3.74543 3.47011 -3.37880 -0.001 0.002 0.000 0.0886
H -5.37448 3.80160 -2.82539 0.001 0.000 0.001 0.0860
H -5.66881 0.81070 -4.59317 -0.001 0.000 0.001 0.1119
H -4.98343 -1.85370 -1.32817 0.001 -0.001 0.000 0.1097
H -4.12971 0.00959 0.02350 0.000 0.004 0.002 0.1179
H -4.46716 1.95915 1.08556 -0.006 -0.006 -0.002 0.1363
H -3.61238 3.48812 0.90204 0.005 -0.001 0.000 0.1393
```
Forces are in eV/Å.

Computed properties:
HOMO energy (alpha / beta) = -0.2935 / -0.2937 Ha
2S+1 = 2
Relative energy (zero: lowest compared OMol25 entry of this formula, charge and spin) = 0.0 kcal per mole
Kohn-Sham gap (alpha / beta) = 7.02 / 7.05 eV
F_max = 0.2 eV Å⁻¹
LUMO (alpha / beta) = -1.0 / -0.9 eV

Entry from the Open Molecules 2025 dataset: 2 unconnected molecules or ions with the total composition C3H5NS2 at a distorted geometry (ωB97M-V with the def2-TZVPD basis set).

The geometry in XYZ format:
```
11
Properties=species:S:1:pos:R:3:forces:R:3:lowdin_charge:R:1
C 3.44978 -0.92113 1.26689 -1.200 -0.875 0.501 -1.4199
C -0.78166 -0.24907 -0.67332 -5.921 -2.144 -6.479 -0.3908
C -1.93638 0.71754 -0.64495 -0.228 0.464 -1.155 -0.1191
N 0.21148 -0.28077 0.05876 3.453 2.669 4.534 0.1386
S 3.05750 -2.42870 1.44634 0.677 0.744 -0.305 0.6941
S 3.53165 0.62041 1.21003 0.516 0.150 -0.200 0.7100
H -0.96583 -0.95249 -1.50607 0.577 -0.018 0.525 0.1077
H -2.89105 0.22576 -0.90852 0.482 -0.040 0.595 0.0788
H -1.94316 1.60571 -1.30385 0.692 -0.282 -0.512 0.0665
H -1.94116 1.20900 0.27567 -0.607 0.420 2.039 0.0340
H 0.20884 0.45375 0.77903 1.559 -1.086 0.456 0.1002
```
Forces are in eV/Å.

Computed properties:
HOMO energy (alpha / beta) = -0.1847 / -0.3560 Ha
2S+1 = 3
Relative energy (zero: lowest compared OMol25 entry of this formula, charge and spin) = 22.8 kcal per mole
Kohn-Sham gap (alpha / beta) = 4.81 / 7.14 eV
F_max = 9.0 eV Å⁻¹
LUMO (alpha / beta) = -0.2 / -2.5 eV

Entry from the Open Molecules 2025 dataset: 2 unconnected molecules or ions with the total composition C4H11NO2 at a distorted geometry (ωB97M-V with the def2-TZVPD basis set).

The geometry in XYZ format:
```
18
Properties=species:S:1:pos:R:3:forces:R:3:lowdin_charge:R:1
C 0.12070 -0.54257 -2.15596 -0.175 0.972 1.027 0.0163
C 1.60016 -0.30994 -2.05691 1.198 -1.383 1.258 -0.5391
O 2.45629 -0.15695 -2.88017 -0.718 0.250 -0.586 0.1079
O 1.96565 -0.46426 -0.73786 -1.452 0.058 0.023 0.0651
H -0.28303 -0.50066 -1.14501 0.153 0.065 0.131 0.0654
H -0.16610 -1.53644 -2.48090 0.245 0.145 -0.797 0.0962
H -0.31140 0.31761 -2.64380 -0.408 -0.269 -0.860 0.0872
H 2.88442 -0.68451 -0.67969 1.144 0.166 -0.183 0.0984
C -0.99288 1.42226 2.29243 -0.828 0.223 0.768 -0.1023
C -1.81015 0.28119 2.87986 -0.453 -0.271 0.020 -0.3535
N -2.67262 -0.40330 1.92531 0.459 -0.365 -0.208 -0.0211
H -1.64587 2.28858 2.16219 0.086 -0.041 -0.552 0.0697
H -0.55107 1.07229 1.36460 0.230 0.304 -0.145 0.0568
H -0.23945 1.75633 3.00250 0.332 -0.173 -0.104 0.0665
H -1.13590 -0.44431 3.31047 0.322 -0.320 0.197 0.0867
H -2.48644 0.57897 3.67901 0.291 0.381 0.266 0.1031
H -3.63831 -0.14670 1.98878 -0.188 0.262 -0.174 0.0514
H -2.32641 -0.31652 0.98110 -0.238 -0.003 -0.081 0.0452
```
Forces are in eV/Å.

Computed properties:
HOMO energy = -0.3334 Ha
2S+1 = 1
Relative energy (zero: lowest compared OMol25 entry of this formula, charge and spin) = 21.3 kcal per mole
Kohn-Sham gap = 9.75 eV
F_max = 2.2 eV Å⁻¹
LUMO = 0.7 eV
SMILES = CC(=O)O.CCN

Entry from the Open Molecules 2025 dataset: a molecular structure, C19H2F15GeI2OReSSbSe4 (ωB97M-V with the def2-TZVPD basis set).

The geometry in XYZ format:
```
47
Properties=species:S:1:pos:R:3:forces:R:3:lowdin_charge:R:1
Re 3.86382 -1.20952 0.80339 0.245 -0.373 0.559 0.2487
I 3.97248 0.14868 3.36166 -0.426 -0.239 0.204 0.3472
C 5.77040 1.53537 2.09501 0.702 0.625 -0.326 -0.9006
I 5.57972 0.73207 0.17792 -0.087 -0.142 0.022 0.8854
H 6.76296 1.36615 2.50030 -0.076 -0.062 0.129 -0.0659
H 5.45774 2.57438 2.07473 -0.059 -0.025 0.175 -0.0673
O 4.65311 -2.57724 1.37578 -0.520 0.454 -0.498 -0.5605
F -2.30577 -1.06338 -2.33385 0.066 -0.063 -0.075 0.0180
C -2.24593 -1.98963 -1.38108 -0.102 0.051 0.101 -0.2751
C -1.50562 -1.79736 -0.22502 -0.034 -0.037 -0.022 -0.1443
C -1.65207 -2.76693 0.75645 0.101 -0.063 -0.053 -0.2455
F -1.04559 -2.61643 1.94578 -0.074 -0.009 -0.041 0.0567
C -2.43312 -3.89521 0.59581 0.037 0.010 0.030 -0.1388
F -2.54458 -4.80494 1.57449 0.003 0.031 -0.033 0.1066
C -3.12176 -4.07064 -0.58881 -0.040 -0.060 0.002 -0.1309
F -3.89324 -5.15029 -0.76213 0.037 0.052 0.006 0.1138
C -3.03691 -3.11060 -1.57613 -0.028 -0.001 -0.033 -0.1360
F -3.74987 -3.25568 -2.69787 0.028 -0.001 0.026 0.1158
Ge -0.27169 -0.30418 0.18594 0.284 -0.583 -0.194 0.7615
S 1.53141 -1.19389 1.13630 -0.057 0.267 0.160 0.1476
C -0.28726 1.13378 -1.13093 0.077 0.147 -0.119 -0.1585
C 0.85118 1.75604 -1.62163 0.003 -0.073 0.124 -0.2431
F 2.05273 1.39547 -1.18013 -0.028 -0.011 -0.043 0.0495
C 0.78455 2.79341 -2.53510 0.035 0.024 -0.036 -0.1383
F 1.88185 3.42391 -2.94560 -0.012 -0.054 -0.014 0.1176
C -0.45177 3.21152 -2.99399 0.016 0.071 -0.032 -0.1240
F -0.53561 4.21857 -3.86872 0.015 -0.055 0.037 0.1190
C -1.60743 2.62947 -2.51018 -0.037 -0.032 0.043 -0.1362
F -2.80487 3.07210 -2.92296 0.060 -0.028 0.021 0.1053
C -1.50473 1.62134 -1.57154 -0.009 0.004 -0.003 -0.2323
F -2.64962 1.12549 -1.06705 0.015 0.092 0.089 0.0824
C -1.13416 0.57093 1.76096 -0.124 0.074 0.185 -0.1158
C -0.40098 1.41498 2.58737 -0.112 0.131 -0.180 -0.2321
F 0.85847 1.73338 2.28424 0.006 -0.064 -0.040 0.0506
C -0.93904 2.02884 3.70708 0.101 0.021 -0.017 -0.1396
F -0.19968 2.84655 4.46567 -0.034 -0.030 -0.023 0.1130
C -2.26612 1.81902 4.02359 -0.037 0.050 0.066 -0.1383
F -2.80626 2.41192 5.09516 0.029 -0.029 -0.047 0.1129
C -3.03796 1.00787 3.21778 -0.054 -0.035 -0.006 -0.1427
F -4.32789 0.80424 3.52370 0.048 0.010 -0.009 0.1058
C -2.46843 0.40260 2.10980 0.152 -0.110 0.152 -0.2139
F -3.28454 -0.39764 1.40908 -0.011 0.089 -0.054 0.0977
Se 0.34147 -1.48454 -3.50150 0.264 0.026 -0.098 -0.0785
Sb 2.68470 -1.56125 -4.12332 0.032 -0.211 0.380 -0.2925
Se 4.07227 -1.33178 -1.55980 -0.108 0.009 -0.516 -0.1508
Se 3.71334 -3.65935 -4.71829 -0.169 0.184 -0.035 -0.2894
Se 3.68030 0.46237 -4.95238 -0.119 -0.032 0.035 -0.2641
```
Forces are in eV/Å.

Computed properties:
HOMO energy (alpha / beta) = -0.0764 / -0.0756 Ha
2S+1 = 2
Relative energy (zero: lowest compared OMol25 entry of this formula, charge and spin) = 28.8 kcal per mole
Net charge = -2
Kohn-Sham gap (alpha / beta) = 5.59 / 5.32 eV
F_max = 1.0 eV Å⁻¹
LUMO (alpha / beta) = 3.5 / 3.3 eV

Question: Which of these has the lowest F_max?
Answer: C24H21Cl2CuN5O6

What did the second record say?
Entry from the Open Molecules 2025 dataset: C6H10OSi in the gas phase at a distorted geometry (ωB97M-V with the def2-TZVPD basis set).

The geometry in XYZ format:
```
18
Properties=species:S:1:pos:R:3:forces:R:3:lowdin_charge:R:1
C -1.54323 -0.09267 1.47398 -2.040 -2.113 -1.045 -0.1281
C -0.82647 -0.50420 0.22691 0.834 -2.610 -1.317 -0.2712
C -0.77968 -1.76270 -0.45440 0.149 5.995 2.978 -0.0924
C 0.01781 -1.71365 -1.66006 -1.135 -0.015 0.278 -0.2104
C 0.51049 -0.52093 -1.98029 2.347 -0.032 -1.263 -0.1528
Si 0.42561 0.77293 -0.58055 -1.308 -2.252 -0.897 0.5832
C 1.95777 1.22615 0.52279 -0.684 2.167 -3.944 -0.1358
O -0.37422 2.06676 -1.23634 1.865 0.833 2.103 -0.1407
H -2.05797 0.83073 1.18112 0.310 0.188 1.056 0.0739
H -0.76966 -0.11060 2.18728 0.735 1.147 1.420 0.0478
H -2.31486 -0.82809 1.90717 0.886 0.863 -0.957 0.0970
H -1.40951 -2.50248 -0.09309 -0.863 -1.767 0.253 0.0687
H -0.05724 -2.59294 -2.26347 0.520 -0.271 -0.766 0.0901
H 1.03608 -0.52335 -2.94346 -0.004 0.481 0.314 0.0559
H 2.89553 1.14425 -0.15426 -1.498 0.713 1.271 0.0657
H 1.69253 2.24009 0.94137 0.898 -0.966 -0.424 0.0493
H 2.03478 0.51394 1.24624 0.173 -1.891 2.205 -0.0299
H -1.02883 1.99737 -1.88858 -1.188 -0.471 -1.266 0.0295
```
Forces are in eV/Å.

Computed properties:
HOMO energy = -0.2900 Ha
2S+1 = 1
Relative energy (zero: lowest compared OMol25 entry of this formula, charge and spin) = 19.5 kcal per mole
Kohn-Sham gap = 8.37 eV
F_max = 6.7 eV Å⁻¹
LUMO = 0.5 eV
SMILES = CC1=CC=C[Si@@]1(C)O